Entry 1:
# C3H11ClNSi

2 unconnected molecules or ions with the total composition C3H11ClNSi in a non-equilibrium geometry (ωB97M-V/def2-TZVPD, OMol25).

```
! RIJCOSX wB97M-V def2-TZVPD def2/J DEFGRID3
* xyz 1 1
C 2.02025 0.29078 -0.26419
C 0.46294 -2.26324 -1.75611
C -1.63647 1.83510 1.61180
N -1.29358 0.93411 0.48572
Si 0.84810 -1.17565 -0.27399
Cl 0.17824 -1.83554 1.45236
H 2.74525 0.25352 -1.07687
H 1.47816 1.23273 -0.34684
H 2.57053 0.32387 0.67883
H -2.61165 2.31036 1.45781
H -0.58904 -2.55622 -1.75896
H 0.68151 -1.78346 -2.70964
H -1.64812 1.26797 2.53639
H -0.87935 2.61356 1.67123
H -2.04487 0.25307 0.39650
H -1.32193 1.48642 -0.37208
H 1.04002 -3.18736 -1.73197
*
```

As for the total energy: -25173.7754 eV. As for the energy above the lowest of the compared OMol25 structures with the same formula, charge and spin: 7.6 kJ/mol. The frontier orbital gap comes out at 8.736 eV. The LUMO energy comes out at -5.05 eV. The strongest force on any atom comes out at 0.023 hartree/bohr. The HOMO energy comes out at -13.79 eV.

=====

Entry 2:
# C6H12BO4

A gas-phase ion, C6H12BO4 (charge -1) in a non-equilibrium geometry (ωB97M-V/def2-TZVPD, OMol25).

```
! RIJCOSX wB97M-V def2-TZVPD def2/J DEFGRID3
* xyz -1 1
C 3.24348 -1.04046 1.34344
C 3.25226 -0.70242 -0.11247
C 1.87773 -0.68455 -1.06498
C 0.59217 -0.01114 -0.30268
C 0.44084 1.65092 -0.30446
O -1.02687 1.95474 -0.37960
B -1.59900 0.61890 0.01502
C -3.22518 0.71024 -0.21224
O -3.89612 -0.60803 -0.33486
O -3.28998 -1.50241 0.42618
O -0.78467 -0.29417 -0.82794
H 2.83586 -2.08310 1.73297
H 3.59407 -0.28334 2.17278
H 4.30476 -0.47699 -0.60696
H 1.69049 -1.79316 -1.39131
H 2.16016 -0.06470 -2.01751
H 0.57255 -0.44464 0.78407
H 0.66522 1.98147 0.80628
H 1.12955 2.03169 -1.17052
H -1.38157 0.62312 1.17478
H -3.48508 1.34820 -1.15984
H -3.71065 1.28726 0.71318
H -3.96002 -2.21742 0.71666
*
```

As for the total energy: -15276.0200 eV. As for the energy above the lowest of the compared OMol25 structures with the same formula, charge and spin: 676.0 kJ/mol. The frontier orbital gap comes out at 6.994 eV. The LUMO energy comes out at 2.91 eV. The strongest force on any atom comes out at 0.117 hartree/bohr. The HOMO energy comes out at -4.08 eV.

=====

Entry 3:
# C10H16O

2 unconnected molecules or ions with the total composition C10H16O in a non-equilibrium geometry (ωB97M-V/def2-TZVPD, OMol25).

```
! RIJCOSX wB97M-V def2-TZVPD def2/J DEFGRID3
* xyz 0 1
C -0.01649 3.33516 0.05623
C -0.35939 2.15709 -0.75662
C -0.46838 2.30639 -2.13562
C -1.02138 1.47782 -3.02217
C -1.66077 0.26298 -2.43364
O -2.24571 -0.57362 -3.30202
C -1.50711 -0.06477 -1.09176
C -0.91183 0.93889 -0.23329
H 0.57269 2.97973 1.00816
H -0.89814 4.11080 0.26316
H 0.82265 3.85912 -0.28326
H -0.23488 3.28046 -2.56077
H -1.02773 1.45679 -4.10953
H -2.99189 -1.15765 -2.92936
H -1.66083 -1.00447 -0.54727
H -0.89624 0.65420 0.74344
C 0.65061 -1.12722 2.54064
C 1.51299 -2.49879 2.56072
C 1.85206 -2.97750 0.96951
H 0.82806 -0.55198 3.42989
H -0.39224 -1.29645 2.36428
H 1.09055 -0.65778 1.71169
H 2.36487 -2.28819 2.97431
H 1.17531 -3.40654 2.81465
H 0.91521 -2.55296 0.48914
H 2.60450 -2.51524 0.42439
H 1.90351 -4.14628 1.05510
*
```

As for the total energy: -12673.7267 eV. As for the energy above the lowest of the compared OMol25 structures with the same formula, charge and spin: 385.8 kJ/mol. The frontier orbital gap comes out at 8.971 eV. The LUMO energy comes out at 0.79 eV. The strongest force on any atom comes out at 0.142 hartree/bohr. The HOMO energy comes out at -8.18 eV.

=====

Entry 4:
# C44H42N5O3P2PtSe2

A molecular structure, C44H42N5O3P2PtSe2 in a non-equilibrium geometry (ωB97M-V/def2-TZVPD, OMol25).

```
! RIJCOSX wB97M-V def2-TZVPD def2/J DEFGRID3
* xyz 1 1
Pt -0.85515 -1.78724 1.04623
N -0.31372 -2.63359 -0.86382
N -1.29037 -3.63706 -1.11313
C -2.54377 -3.48192 -0.46564
O -3.48384 -4.13519 -0.84290
O -2.57203 -2.68353 0.57331
H -0.33494 -1.90936 -1.58385
H 0.60897 -3.05941 -0.85530
H -1.39873 -3.85745 -2.09756
Se 5.89156 0.69803 1.92857
P 3.97894 1.52607 1.84727
C 3.45455 2.37377 3.36725
C 2.90517 1.63624 4.41471
C 2.58723 2.25830 5.61231
C 2.82148 3.61742 5.77430
C 3.38678 4.35107 4.74113
C 3.70920 3.73135 3.54258
C 3.74316 2.73267 0.50821
C 2.68108 3.63638 0.50221
C 2.53070 4.52705 -0.55034
C 3.45079 4.53608 -1.58922
C 4.52568 3.65832 -1.57189
C 4.67177 2.75696 -0.52894
C 2.68527 0.24377 1.65053
C 1.39572 0.16510 1.13247
N 0.97066 -1.07016 1.45932
N 1.91173 -1.74335 2.09784
N 2.95051 -0.96204 2.21713
P 0.04169 0.98232 0.29026
Se -1.92074 -0.15835 2.53090
C -0.31250 2.46067 1.28415
C -0.87975 3.60688 0.72587
C -1.09601 4.72855 1.50744
C -0.75313 4.72198 2.85405
C -0.20664 3.58077 3.42171
C -0.00284 2.44977 2.64724
C 0.64144 1.53903 -1.32135
C 1.91651 1.20491 -1.77124
C 2.32523 1.58580 -3.04101
C 1.47167 2.30339 -3.86489
C 0.19103 2.61843 -3.42956
C -0.23179 2.21832 -2.17379
H 2.74913 0.56985 4.30222
H 2.17100 1.67859 6.42616
H 2.57852 4.10104 6.71158
H 3.58766 5.40648 4.87040
H 4.16573 4.30681 2.74752
H 1.98163 3.66445 1.32693
H 1.70373 5.22558 -0.54691
H 3.33836 5.23939 -2.40450
H 5.25718 3.67987 -2.36942
H 5.51540 2.07787 -0.49380
H -1.11710 3.65222 -0.32792
H -1.52185 5.61666 1.05940
H -0.90836 5.60703 3.45678
H 0.08134 3.56910 4.46469
H 0.44662 1.57792 3.09905
H 2.60080 0.66614 -1.13020
H 3.32327 1.33495 -3.37537
H 1.79909 2.60954 -4.84976
H -0.48721 3.15780 -4.07797
H -1.25552 2.40922 -1.87310
C -1.26868 -5.12099 -5.60337
C -1.88595 -4.00295 -4.81227
C -3.20539 -4.06249 -4.39239
C -3.79866 -3.02627 -3.67596
C -5.24014 -3.15151 -3.25904
C -3.01798 -1.91350 -3.33610
C -3.60456 -0.91894 -2.40526
O -3.00810 -0.34191 -1.51866
C -1.69496 -1.80348 -3.80030
C -0.89452 -0.54960 -3.59550
C -1.14948 -2.85151 -4.52329
H -1.91604 -5.99541 -5.62608
H -0.30560 -5.41581 -5.18474
H -1.09120 -4.80563 -6.63305
H -3.79733 -4.93906 -4.62748
H -5.66648 -4.06845 -3.66031
H -5.83596 -2.31679 -3.63196
H -5.33371 -3.18840 -2.17452
H -4.69003 -0.75443 -2.50672
H -0.73643 -0.31129 -2.54505
H -1.42913 0.31060 -4.00115
H 0.06887 -0.61175 -4.09675
H -0.13583 -2.76156 -4.90081
C -2.57453 -1.37939 3.94326
C -2.15882 -2.70611 3.43353
C -0.79161 -2.77995 2.96282
C -0.31506 -4.02347 2.42067
C -1.17775 -5.08124 2.25638
C -2.49977 -4.94993 2.68333
C -2.99298 -3.77762 3.26555
H -2.08575 -1.12752 4.88287
H -3.65241 -1.28513 4.03876
H -0.06517 -2.17788 3.50144
H 0.73531 -4.07847 2.16142
H -0.84143 -6.00977 1.81810
H -3.17309 -5.78849 2.55500
H -4.03164 -3.71517 3.55928
*
```

As for the total energy: -212412.9137 eV. As for the energy above the lowest of the compared OMol25 structures with the same formula, charge and spin: 323.9 kJ/mol. The frontier orbital gap (spin up / spin down) comes out at 4.080 / 4.079 eV. The LUMO energy (spin up / spin down) comes out at -5.70 / -5.70 eV. The strongest force on any atom comes out at 0.025 hartree/bohr. The HOMO energy (spin up / spin down) comes out at -9.78 / -9.78 eV.

=====

Entry 5:
# C5H12N2O2

2 unconnected molecules or ions with the total composition C5H12N2O2 in a non-equilibrium geometry (ωB97M-V/def2-TZVPD, OMol25).

```
! RIJCOSX wB97M-V def2-TZVPD def2/J DEFGRID3
* xyz 0 1
C -1.83658 2.05534 -0.30563
N -2.44949 0.75220 0.08872
C -1.86505 -0.47182 0.00733
C -2.90705 -1.62793 0.23482
O -0.70995 -0.68061 -0.37581
H -0.63411 1.72488 -0.25024
H -2.13055 2.39555 -1.40086
H -1.93080 3.09420 0.31444
H -3.49233 0.67522 0.39487
H -4.06303 -1.43359 -0.07789
H -2.88712 -2.23074 1.23879
H -2.60710 -2.42112 -0.44342
C 3.72488 0.48686 0.58534
C 2.53731 0.00064 -0.16965
N 2.63821 -1.28504 -0.59819
O 1.58195 0.72355 -0.42549
H 3.87672 1.50292 0.29543
H 4.65912 -0.06476 0.45284
H 3.42578 0.40775 1.64843
H 1.81918 -1.66353 -1.11200
H 3.25000 -1.93996 -0.10183
*
```

As for the total energy: -12453.8694 eV. As for the energy above the lowest of the compared OMol25 structures with the same formula, charge and spin: 203.9 kJ/mol. The frontier orbital gap comes out at 10.021 eV. The LUMO energy comes out at 0.93 eV. The strongest force on any atom comes out at 0.071 hartree/bohr. The HOMO energy comes out at -9.09 eV.

=====

Entry 6:
# C16H15Cl2N3O5S

A single C16H15Cl2N3O5S molecule (ωB97M-V/def2-TZVPD, OMol25).

```
! RIJCOSX wB97M-V def2-TZVPD def2/J DEFGRID3
* xyz 0 1
C -1.75766 -2.40246 0.91682
C -0.34126 -1.95930 0.70743
C 0.36179 -1.35338 1.74547
C 1.67515 -0.95441 1.57055
C 2.28517 -1.15839 0.34936
S 3.98483 -0.64557 0.10003
O 4.61368 -1.65007 -0.70402
O 4.56400 -0.29657 1.36447
N 3.98086 0.74556 -0.82306
C 3.86710 2.02850 -0.17362
C 2.43267 2.52257 -0.21591
O 2.03363 3.47813 -0.82087
O 1.64162 1.70173 0.49911
C 0.26305 1.73387 0.18451
C 0.08942 1.03098 -1.15131
O 1.02040 0.83929 -1.89812
N -1.16032 0.59292 -1.49303
C -2.34717 0.59127 -0.79794
N -2.44713 1.24458 0.34748
C -3.58334 1.24155 1.02005
C -4.71295 0.57290 0.57294
Cl -6.17384 0.59218 1.47737
C -4.64222 -0.12298 -0.63232
C -3.44891 -0.11547 -1.32499
Cl -3.30705 -0.97841 -2.81593
C 1.61625 -1.77383 -0.68866
C 0.30181 -2.17051 -0.50725
H -2.24094 -2.63345 -0.02892
H -1.77577 -3.29946 1.53525
H -2.33307 -1.63400 1.43033
H -0.12645 -1.20070 2.69713
H 2.24024 -0.48965 2.36198
H 3.45346 0.65398 -1.67846
H 4.51292 2.75681 -0.67330
H 4.19802 1.87511 0.85648
H -0.26977 1.21821 0.98091
H -0.09732 2.76590 0.09767
H -1.19489 0.10967 -2.38805
H -3.58157 1.79687 1.94616
H -5.49912 -0.65690 -1.01157
H 2.13313 -1.94192 -1.61975
H -0.22845 -2.65512 -1.31441
*
```

As for the total energy: -67424.1332 eV. As for the energy above the lowest of the compared OMol25 structures with the same formula, charge and spin: 0.0 kJ/mol. The frontier orbital gap comes out at 9.212 eV. The LUMO energy comes out at -0.16 eV. The strongest force on any atom comes out at 0.019 hartree/bohr. The HOMO energy comes out at -9.38 eV.